The following is a quantum chemistry calculation of C4H5Cl in the gas phase at a distorted geometry, from the Open Molecules 2025 dataset.

Its HOMO energy (alpha / beta) is -8.3 / -8.2 eV. For the gap between HOMO and LUMO (alpha / beta), the calculation gives 7.66 / 7.63 eV. The value obtained for the LUMO energy (alpha / beta) is -0.62 / -0.57 eV. The net charge is 0.

Element x y z (Å)
C (-1.418, 0.218, -0.119)
H (0.991, 0.935, 0.709)
C (-0.667, -0.878, 0.065)
H (2.418, 0.001, 0.622)
Cl (-3.181, 0.306, 0.069)
H (1.905, 0.631, -0.867)
H (-1.143, 1.117, -0.674)
H (-1.083, -1.775, 0.509)
C (1.461, 0.303, 0.044)
C (0.717, -0.857, -0.357)

natural (NBO) population analysis, charges in e, atoms 1 to 2: number 1, C, carries -0.174; number 2, H, carries 0.198

The following is a quantum chemistry calculation of C3H4N2O2 in the gas phase at a distorted geometry, from the Open Molecules 2025 dataset.

Its HOMO energy is -8.8 eV. For the gap between HOMO and LUMO, the calculation gives 9.16 eV. Its structure (SMILES) is Oc1ccnn1O. The value obtained for the LUMO energy is 0.35 eV. The net charge is 0.

Element x y z (Å)
H (0.144, 1.989, 2.204)
H (-1.446, -1.747, 0.990)
H (0.999, 2.364, -0.730)
C (0.456, 1.456, -0.244)
O (0.809, -0.374, -1.824)
N (-0.205, -0.601, 0.317)
H (1.680, 0.044, -2.151)
C (0.427, 0.101, -0.730)
N (-0.388, 0.121, 1.478)
C (-0.047, 1.405, 1.098)
O (-1.089, -1.759, 0.122)

natural (NBO) population analysis, charges in e, atoms 1 to 2: number 1, H, carries 0.237; number 2, H, carries 0.482

The following is a quantum chemistry calculation of a molecular structure, C5H7N2 at a distorted geometry, from the Open Molecules 2025 dataset.

Its HOMO energy (alpha / beta) is -14.3 / -14.7 eV. For the gap between HOMO and LUMO (alpha / beta), the calculation gives 6.48 / 7.95 eV. The value obtained for the LUMO energy (alpha / beta) is -7.81 / -6.78 eV. The net charge is +1.

Element x y z (Å)
H (2.634, -0.616, -0.929)
H (1.949, 0.786, -0.036)
H (0.123, -1.170, -1.565)
H (-2.444, -1.031, -0.401)
C (-2.007, -0.284, 0.277)
C (-0.586, 0.026, 0.274)
H (-0.998, 2.016, 2.491)
C (-2.435, 0.658, 1.188)
N (-0.165, 0.972, 1.012)
C (1.835, 0.033, -0.810)
H (-3.517, 0.834, 1.451)
H (2.050, 0.659, -1.678)
N (0.713, -0.827, -0.848)
C (-1.246, 1.319, 1.717)

natural (NBO) population analysis, charges in e, atoms 1 to 2: number 1, H, carries 0.272; number 2, H, carries 0.277

The following is a quantum chemistry calculation of a molecular structure, C24H15F3N5NaO2S at a distorted geometry, from the Open Molecules 2025 dataset.

Its HOMO energy is 0.3 eV. For the gap between HOMO and LUMO, the calculation gives 3.58 eV. The value obtained for the LUMO energy is 3.91 eV. The net charge is -2.

Element x y z (Å)
H (-3.287, 0.258, 4.174)
C (-5.735, -1.059, 0.292)
C (-1.883, -0.055, 2.563)
C (-4.603, -0.100, 0.601)
F (-5.977, -1.258, -1.013)
C (-1.269, 0.264, 4.888)
H (-2.149, 3.212, 0.894)
H (-2.575, -0.450, -5.951)
H (5.713, 0.054, -2.294)
C (4.741, 0.005, -1.814)
C (-2.667, 2.360, 0.467)
C (-4.970, 1.335, 0.393)
C (0.083, 0.164, 4.494)
C (4.627, -0.090, -0.428)
H (-1.525, 0.419, 5.933)
H (-0.422, -0.330, -4.788)
H (-6.032, 1.556, 0.406)
N (-0.027, 0.032, -2.178)
H (1.373, -0.076, 2.807)
F (-6.935, -0.586, 0.770)
H (0.877, 0.204, 5.228)
C (3.582, 0.049, -2.554)
H (5.504, -0.109, 0.208)
C (-4.092, 2.347, 0.598)
C (3.352, -0.151, 0.113)
N (-1.933, 1.623, -0.320)
H (-4.562, 0.306, -2.258)
C (-3.131, -0.431, 0.191)
H (3.582, 0.129, -3.630)
C (-1.334, -0.198, -4.232)
N (2.233, -0.113, -0.591)
C (0.344, -0.005, 3.149)
Na (-0.429, -0.282, -0.070)
C (-2.236, 0.170, 3.945)
H (-4.522, 3.334, 0.764)
H (3.219, -0.220, 1.187)
C (-3.720, -0.096, -4.172)
C (2.336, 0.001, -1.917)
C (-2.437, 0.182, -2.134)
O (-4.262, -0.216, 1.998)
C (-2.544, -0.272, -4.880)
N (-2.526, 0.493, -0.757)
C (-3.649, 0.145, -2.814)
C (-1.224, 0.025, -2.847)
H (-4.679, -0.133, -4.671)
S (-2.768, -2.089, -0.381)
N (-0.554, -0.106, 2.186)
F (-5.625, -2.260, 0.852)
C (1.130, 0.123, -2.811)
C (-2.880, -0.218, 1.654)
O (1.380, 0.330, -4.017)

natural (NBO) population analysis, charges in e, atoms 1 to 2: number 1, H, carries 0.205; number 2, C, carries 0.988

The following is a quantum chemistry calculation of a molecular structure, C10H19CoN5S at a distorted geometry, from the Open Molecules 2025 dataset.

Its HOMO energy (alpha / beta) is -19.8 / -19.8 eV. For the gap between HOMO and LUMO (alpha / beta), the calculation gives 7.27 / 7.26 eV. The value obtained for the LUMO energy (alpha / beta) is -12.57 / -12.57 eV. The net charge is +3.

Element x y z (Å)
C (1.482, 2.129, -0.043)
N (0.443, -0.098, -0.257)
H (-0.252, 3.835, 2.195)
S (-2.509, 1.662, -0.916)
H (-0.248, 3.256, 0.084)
H (1.821, 2.967, -0.654)
H (1.152, -0.801, 2.989)
H (-4.360, -2.223, 1.083)
H (0.164, -0.757, -0.989)
H (2.228, 1.993, 0.735)
N (-0.353, 0.517, 2.215)
H (1.757, 0.642, 2.216)
N (-4.968, 0.698, -1.167)
H (0.405, -1.799, 0.947)
H (-6.928, 0.085, -1.490)
C (1.304, 0.921, -0.923)
C (-3.776, 0.496, -0.563)
N (0.156, 2.473, 0.603)
H (-1.441, 2.076, 3.087)
Co (-0.990, 0.953, 0.465)
C (0.997, -0.130, 2.142)
C (-6.000, -0.150, -0.982)
C (1.035, -0.912, 0.854)
N (-3.558, -0.519, 0.232)
H (-6.608, -1.952, -0.002)
H (1.313, 3.065, 2.296)
C (-0.389, 1.829, 2.926)
C (-5.811, -1.243, -0.168)
H (0.078, 1.753, 3.910)
H (-0.988, -0.114, 2.713)
H (2.265, 0.491, -1.214)
C (-4.567, -1.389, 0.425)
H (0.787, 1.206, -1.841)
C (0.266, 2.887, 2.055)
H (-5.091, 1.503, -1.777)
H (2.042, -1.253, 0.603)

natural (NBO) population analysis, charges in e, atoms 1 to 2: number 1, C, carries -0.261; number 2, N, carries -0.527

The following is a quantum chemistry calculation of 2 unconnected molecules or ions with the total composition CH3BrClN at a distorted geometry, from the Open Molecules 2025 dataset.

Its HOMO energy is -10.1 eV. For the gap between HOMO and LUMO, the calculation gives 10.57 eV. Its structure (SMILES) is C=NBr.Cl. The value obtained for the LUMO energy is 0.49 eV. The net charge is 0.

Element x y z (Å)
Br (1.329, 0.866, 0.226)
N (-0.233, 0.544, -0.720)
H (1.903, -2.533, 0.678)
H (-1.284, 2.191, 0.035)
Cl (1.601, -3.415, 1.551)
C (-1.219, 1.304, -0.594)
H (-2.096, 1.043, -1.176)

natural (NBO) population analysis, charges in e, atoms 1 to 2: number 1, Br, carries 0.155; number 2, N, carries -0.454